{"formula": "C20H48N10O2P2", "method": "the ωB97M-V functional and the def2-TZVPD basis", "de_lowest_kcal_mol": 77.78, "largest_force_ev_per_a": 8.20, "smiles": "CN(C)P(=O)(N(C)C)N(C)C.CN(C)P(=O)(N(C)C)N(C)C.CC#N.CC#N.CC#N.CC#N", "energy_ha": -2171.53866, "orbital_gap_ev": 8.2774, "elements": ["C", "N", "C", "P", "O", "N", "C", "C", "N", "C", "C", "H", "H", "H", "H", "H", "H", "H", "H", "H", "H", "H", "H", "H", "H", "H", "H", "H", "H", "C", "N", "C", "P", "O", "N", "C", "C", "N", "C", "C", "H", "H", "H", "H", "H", "H", "H", "H", "H", "H", "H", "H", "H", "H", "H", "H", "H", "H", "C", "C", "N", "H", "H", "H", "C", "C", "N", "H", "H", "H", "C", "C", "N", "H", "H", "H", "C", "C", "N", "H", "H", "H"], "positions_angstrom": [[-12.0592, -17.0309, 33.0588], [-12.8976, -18.1731, 33.0115], [-12.5574, -19.0712, 31.8654], [-13.7273, -18.7188, 34.4290], [-13.9834, -17.6114, 35.3458], [-15.0450, -19.5895, 33.9143], [-15.8519, -18.9466, 32.9131], [-15.7607, -20.3405, 34.8454], [-12.7002, -19.9149, 35.1049], [-12.5199, -21.2836, 34.4708], [-11.6779, -19.7329, 36.2230], [-11.7690, -16.5990, 32.1010], [-11.1769, -17.1459, 33.6885], [-12.6813, -16.2474, 33.4914], [-13.4574, -19.2901, 31.2908], [-11.9875, -19.9692, 32.1040], [-11.9999, -18.5025, 31.1213], [-16.4238, -19.5997, 32.2540], [-16.5166, -18.3190, 33.5068], [-15.2977, -18.3283, 32.2070], [-16.2123, -21.2488, 34.4465], [-15.1381, -20.6711, 35.6767], [-16.6143, -19.7745, 35.2186], [-13.0024, -21.2540, 33.4938], [-11.4771, -21.5994, 34.4386], [-13.0301, -21.9879, 35.1278], [-10.6684, -19.6019, 35.8334], [-11.4803, -20.6210, 36.8234], [-11.9213, -18.8913, 36.8715], [-6.6254, -13.2965, 22.5587], [-6.7046, -13.9383, 23.8113], [-6.3997, -13.0203, 24.9901], [-7.8901, -15.2156, 24.0460], [-9.2830, -14.7377, 24.3231], [-7.6832, -16.1024, 22.6385], [-8.8859, -16.4429, 21.8657], [-6.4228, -16.5350, 22.0013], [-7.2137, -16.2795, 25.2010], [-5.7874, -16.5010, 25.4068], [-8.0395, -16.7113, 26.3009], [-6.4987, -12.2262, 22.7214], [-7.5071, -13.5110, 21.9548], [-5.8261, -13.6048, 21.8849], [-7.1391, -12.2194, 24.9908], [-5.3871, -12.6179, 25.0221], [-6.5388, -13.5358, 25.9404], [-9.6585, -15.7564, 22.2118], [-8.9035, -16.3257, 20.7822], [-9.1550, -17.4893, 22.0100], [-5.6415, -15.8741, 22.3766], [-6.0770, -17.4424, 22.4965], [-6.5977, -16.7734, 20.9521], [-5.4062, -15.7473, 26.0957], [-5.4417, -17.4989, 25.6765], [-5.1757, -16.1902, 24.5598], [-9.0080, -16.2122, 26.2704], [-7.4759, -16.5684, 27.2229], [-8.1193, -17.7574, 26.0053], [-17.2613, -16.0385, 28.3215], [-16.2528, -17.0112, 27.7618], [-15.5609, -17.7925, 27.3639], [-17.3696, -15.1466, 27.7043], [-16.9962, -15.7159, 29.3283], [-18.2539, -16.4885, 28.3028], [-11.4375, -16.9031, 23.8408], [-11.9792, -18.1329, 24.3571], [-12.3941, -19.0954, 24.8306], [-10.4637, -17.2878, 23.5378], [-11.3507, -16.1657, 24.6388], [-12.1349, -16.4858, 23.1144], [-12.3109, -17.4749, 27.5880], [-11.1118, -18.2481, 27.7733], [-10.1559, -18.8931, 27.8903], [-13.0450, -18.0884, 27.0657], [-12.0732, -16.5287, 27.1018], [-12.4536, -17.3325, 28.6592], [-8.8125, -15.4050, 29.4014], [-8.7444, -15.8059, 30.7853], [-8.8102, -16.1075, 31.9705], [-9.4132, -14.5129, 29.2240], [-9.2977, -16.1921, 28.8242], [-7.8092, -15.1257, 29.0797]], "lowdin_charge": [-0.1618, -0.2978, -0.0888, 0.5445, -0.2756, -0.3260, -0.1182, -0.1465, -0.2756, -0.1081, -0.0923, 0.0634, 0.0767, 0.0739, 0.0662, 0.0672, 0.0598, 0.0879, 0.0865, 0.0689, 0.0881, 0.0841, 0.0862, 0.0545, 0.0757, 0.0684, 0.0663, 0.0663, 0.0717, -0.1677, -0.2987, -0.0825, 0.6171, -0.2996, -0.2964, -0.1332, -0.0850, -0.3130, -0.1177, -0.1273, 0.0829, 0.0808, 0.0704, 0.0770, 0.0793, 0.0605, 0.0555, 0.0822, 0.0767, 0.0580, 0.0707, 0.0876, 0.0719, 0.0921, 0.0617, 0.0639, 0.0694, 0.0864, -0.0556, -0.2511, 0.1448, 0.0733, 0.0756, 0.0765, -0.0721, -0.2907, 0.1519, 0.0549, 0.0697, 0.1007, -0.0897, -0.3290, 0.1459, 0.0383, 0.0818, 0.0752, -0.0950, -0.2377, 0.1235, 0.0904, 0.0515, 0.0789]}